Computed, not measured: 3 unconnected molecules or ions with the total composition C27H62N3O9, with wB97M-V/def2-TZVPD.

Values from the calculation:
HOMO energy: -10.3 eV
largest force on an atom: 2.6 eV/Å
total charge: +1
calculated total energy: -51892.3254 eV
LUMO energy: -0.0837 hartree

Bonds (Å) are listed after each position.
Geometry (Å):
1 C -4.254 4.210 0.396  C2 1.515, H28 1.084, H29 1.084, H30 1.084
2 C -2.847 3.667 0.545  C1 1.515, C3 1.528, H31 1.087, H32 1.084
3 C -2.772 2.176 0.222  C2 1.528, C4 1.526, H33 1.086, H34 1.086
4 C -1.538 1.711 -0.544  C3 1.526, N5 1.528, H35 1.081, H36 1.080
5 N -0.449 1.018 0.274  C4 1.528, C6 1.493, C11 1.488, C18 1.512
6 C -0.805 -0.430 0.353  N5 1.493, C7 1.514, H37 1.086, H38 1.079
7 C 0.236 -1.366 0.927  C6 1.514, O8 1.414, H39 1.088, H40 1.082
8 O -0.314 -2.666 0.836  C7 1.414, C9 1.351
9 C -0.999 -3.132 1.904  O8 1.351, O10 1.215, H41 1.098
10 O -1.610 -4.181 1.887  C9 1.215
11 C -0.314 1.589 1.642  N5 1.488, O12 1.373, H42 1.089, H43 1.087
12 O -0.102 2.934 1.459  C11 1.373, C13 1.435
13 C 0.505 3.620 2.564  O12 1.435, C14 1.495, H44 1.082, H45 1.087
14 C 1.996 3.595 2.455  C13 1.495, O15 1.400, H46 1.096, H47 1.089
15 O 2.348 4.426 1.385  C14 1.400, C16 1.423
16 C 3.657 4.978 1.465  O15 1.423, C17 1.502, H48 1.089, H49 1.089
17 C 3.986 5.600 0.139  C16 1.502, H50 1.080, H51 1.084, H52 1.083
18 C 0.871 1.177 -0.446  N5 1.512, O19 1.383, H53 1.089, H54 1.083
19 O 0.718 0.438 -1.606  C18 1.383, C20 1.431
20 C 1.508 0.840 -2.729  O19 1.431, C21 1.524, H55 1.081, H56 1.087
21 C 2.916 0.257 -2.711  C20 1.524, O22 1.404, H57 1.092, H58 1.090
22 O 3.839 1.289 -2.945  C21 1.404, C23 1.425
23 C 5.173 0.799 -3.063  O22 1.425, C24 1.512, H59 1.089, H60 1.088
24 C 6.029 1.820 -3.779  C23 1.512, O25 1.407, H61 1.092, H62 1.089
25 O 7.117 2.163 -2.955  C24 1.407, C26 1.416
26 C 7.948 3.158 -3.523  O25 1.416, C27 1.506, H63 1.091, H64 1.090
27 C 9.251 3.195 -2.769  C26 1.506, H65 1.083, H66 1.083, H67 1.083
28 H -4.943 3.719 1.075  C1 1.084
29 H -4.604 4.087 -0.623  C1 1.084
30 H -4.271 5.271 0.613  C1 1.084
31 H -2.187 4.214 -0.124  C2 1.087
32 H -2.475 3.871 1.543  C2 1.084
33 H -2.937 1.581 1.115  C3 1.086
34 H -3.609 1.939 -0.428  C3 1.086
35 H -1.077 2.546 -1.053  C4 1.081
36 H -1.837 1.003 -1.303  C4 1.080
37 H -1.716 -0.492 0.942  C6 1.086
38 H -1.049 -0.772 -0.641  C6 1.079
39 H 0.517 -1.137 1.953  C7 1.088
40 H 1.137 -1.376 0.329  C7 1.082
41 H -0.932 -2.471 2.778  C9 1.098
42 H 0.513 1.081 2.137  C11 1.089
43 H -1.224 1.379 2.199  C11 1.087
44 H 0.163 4.642 2.475  C13 1.082
45 H 0.176 3.199 3.511  C13 1.087
46 H 2.346 2.576 2.255  C14 1.096
47 H 2.451 3.911 3.392  C14 1.089
48 H 4.375 4.199 1.721  C16 1.089
49 H 3.670 5.728 2.254  C16 1.089
50 H 5.053 5.744 0.060  C17 1.080
51 H 3.509 6.570 0.047  C17 1.084
52 H 3.640 4.969 -0.670  C17 1.083
53 H 1.651 0.788 0.208  C18 1.089
54 H 1.056 2.229 -0.618  C18 1.083
55 H 0.970 0.483 -3.596  C20 1.081
56 H 1.573 1.923 -2.802  C20 1.087
57 H 3.110 -0.245 -1.760  C21 1.092
58 H 3.007 -0.501 -3.489  C21 1.090
59 H 5.597 0.635 -2.074  C23 1.089
60 H 5.159 -0.144 -3.604  C23 1.088
61 H 5.418 2.697 -3.998  C24 1.092
62 H 6.392 1.427 -4.728  C24 1.089
63 H 7.450 4.127 -3.460  C26 1.091
64 H 8.127 2.929 -4.573  C26 1.090
65 H 9.905 3.934 -3.215  C27 1.083
66 H 9.077 3.453 -1.732  C27 1.083
67 H 9.738 2.229 -2.823  C27 1.083
68 C -0.319 -8.854 4.598  C69 1.525, H74 1.089, H75 1.089, H76 1.091
69 C -0.578 -7.351 4.568  C68 1.525, C70 1.534, N73 1.465, H77 1.095
70 C -1.673 -6.886 5.537  C69 1.534, O71 1.411, H78 1.094, H79 1.099
71 O -2.993 -7.167 5.127  C70 1.411, C72 1.415
72 C -3.458 -8.473 5.409  O71 1.415, H80 1.094, H81 1.092, H82 1.089
73 N -0.833 -6.933 3.187  C69 1.465, H83 1.014, H84 1.016
74 H -1.084 -9.402 4.051  C68 1.089
75 H 0.636 -9.076 4.125  C68 1.089
76 H -0.288 -9.234 5.621  C68 1.091
77 H 0.343 -6.855 4.893  C69 1.095
78 H -1.622 -5.796 5.607  C70 1.094
79 H -1.497 -7.287 6.545  C70 1.099
80 H -3.054 -8.842 6.357  C72 1.094
81 H -3.205 -9.178 4.614  C72 1.092
82 H -4.543 -8.421 5.488  C72 1.089
83 H -0.892 -5.922 3.140  N73 1.014
84 H -1.767 -7.247 2.938  N73 1.016
85 C -5.527 -0.758 -4.786  C86 1.526, H91 1.090, H92 1.088, H93 1.092
86 C -5.946 0.445 -3.947  C85 1.526, C87 1.533, N90 1.463, H94 1.094
87 C -4.834 0.991 -3.043  C86 1.533, O88 1.419, H95 1.093, H96 1.100
88 O -4.560 0.209 -1.891  C87 1.419, C89 1.413
89 C -3.712 -0.903 -2.094  O88 1.413, H97 1.096, H98 1.091, H99 1.092
90 N -7.166 0.113 -3.212  C86 1.463, H100 1.015, H101 1.016
91 H -5.515 -1.675 -4.197  C85 1.090
92 H -6.237 -0.909 -5.596  C85 1.088
93 H -4.537 -0.615 -5.225  C85 1.092
94 H -6.194 1.256 -4.637  C86 1.094
95 H -5.152 1.963 -2.659  C87 1.093
96 H -3.908 1.147 -3.616  C87 1.100
97 H -2.935 -0.678 -2.834  C89 1.096
98 H -4.253 -1.798 -2.403  C89 1.091
99 H -3.241 -1.115 -1.132  C89 1.092
100 H -7.540 0.941 -2.759  N90 1.015
101 H -6.929 -0.520 -2.454  N90 1.016


Computed, not measured: 7 unconnected molecules or ions with the total composition C27H63N5O11, with wB97M-V/def2-TZVPD.

Values from the calculation:
HOMO energy: -9.2 eV
largest force on an atom: 4.5 eV/Å
total charge: 0
SMILES: COCCOCCOC.COCCOCCOC.CN(C)C=O.CN(C)C=O.CN(C)C=O.CN(C)C=O.CN(C)C=O
calculated total energy: -58985.8809 eV
LUMO energy: 0.0125 hartree

Bonds (Å) are listed after each position.
Geometry (Å):
1 C 2.644 16.470 9.416  O2 1.422, H10 1.090, H11 1.090, H12 1.090
2 O 2.149 17.430 8.492  C1 1.422, C3 1.400
3 C 1.052 18.130 9.008  O2 1.400, C4 1.498, H13 1.090, H14 1.090
4 C 0.461 19.005 7.945  C3 1.498, O5 1.482, H15 1.090, H16 1.090
5 O 0.088 18.416 6.637  C4 1.482, C6 1.455
6 C -0.684 19.327 5.805  O5 1.455, C7 1.613, H17 1.090, H18 1.090
7 C -1.057 18.658 4.385  C6 1.613, O8 1.373, H19 1.090, H20 1.090
8 O -0.291 18.948 3.283  C7 1.373, C9 1.426
9 C 1.084 18.661 3.535  O8 1.426, H21 1.090, H22 1.090, H23 1.090
10 H 3.719 16.650 9.395  C1 1.090
11 H 2.556 15.402 9.216  C1 1.090
12 H 2.403 16.772 10.435  C1 1.090
13 H 1.377 18.571 9.950  C3 1.090
14 H 0.243 17.426 9.202  C3 1.090
15 H 1.301 19.648 7.684  C4 1.090
16 H -0.287 19.628 8.437  C4 1.090
17 H -0.012 20.163 5.611  C6 1.090
18 H -1.556 19.760 6.295  C6 1.090
19 H -2.072 18.968 4.137  C7 1.090
20 H -1.129 17.572 4.428  C7 1.090
21 H 1.123 17.658 3.961  C9 1.090
22 H 1.550 19.335 4.253  C9 1.090
23 H 1.727 18.710 2.657  C9 1.090
24 C 2.408 17.024 16.651  O25 1.507, H33 1.090, H34 1.090, H35 1.090
25 O 2.741 17.767 15.382  C24 1.507, C26 1.365
26 C 1.612 17.999 14.651  O25 1.365, C27 1.561, H36 1.090, H37 1.090
27 C 1.966 18.679 13.291  C26 1.561, O28 1.394, H38 1.090, H39 1.090
28 O 2.395 19.948 13.676  C27 1.394, C29 1.438
29 C 3.074 20.641 12.615  O28 1.438, C30 1.521, H40 1.090, H41 1.090
30 C 3.458 22.016 13.136  C29 1.521, O31 1.443, H42 1.090, H43 1.090
31 O 2.398 22.987 13.009  C30 1.443, C32 1.377
32 C 1.125 22.549 13.297  O31 1.377, H44 1.090, H45 1.090, H46 1.090
33 H 3.444 16.926 16.976  C24 1.090
34 H 1.867 16.093 16.484  C24 1.090
35 H 1.841 17.645 17.344  C24 1.090
36 H 0.982 18.695 15.205  C26 1.090
37 H 1.026 17.096 14.483  C26 1.090
38 H 1.101 18.812 12.642  C27 1.090
39 H 2.767 18.042 12.915  C27 1.090
40 H 2.508 20.696 11.684  C29 1.090
41 H 4.008 20.122 12.404  C29 1.090
42 H 4.122 22.481 12.407  C30 1.090
43 H 3.714 21.995 14.196  C30 1.090
44 H 0.701 21.859 12.567  C32 1.090
45 H 0.673 23.538 13.368  C32 1.090
46 H 0.959 22.073 14.264  C32 1.090
47 C 6.782 17.033 19.721  O48 1.229, N49 1.378, H52 1.101
48 O 6.702 17.826 20.656  C47 1.229
49 N 6.621 17.253 18.371  C47 1.378, C50 1.482, C51 1.503
50 C 6.928 16.268 17.306  N49 1.482, H53 1.090, H54 1.090, H55 1.090
51 C 6.227 18.608 17.855  N49 1.503, H56 1.090, H57 1.090, H58 1.090
52 H 7.019 15.961 19.806  C47 1.101
53 H 7.883 16.564 16.873  C50 1.090
54 H 6.279 16.437 16.446  C50 1.090
55 H 7.187 15.245 17.576  C50 1.090
56 H 7.065 19.096 17.357  C51 1.090
57 H 5.484 18.524 17.062  C51 1.090
58 H 5.717 19.281 18.545  C51 1.090
59 C -0.721 11.826 15.951  O60 1.250, N61 1.287, H64 1.101
60 O -1.664 12.568 15.601  C59 1.250
61 N 0.222 12.251 16.716  C59 1.287, C62 1.433, C63 1.486
62 C 1.268 11.377 17.157  N61 1.433, H65 1.090, H66 1.090, H67 1.090
63 C 0.173 13.567 17.405  N61 1.486, H68 1.090, H69 1.090, H70 1.090
64 H -0.667 10.762 15.670  C59 1.101
65 H 0.891 11.179 18.160  C62 1.090
66 H 2.237 11.837 17.351  C62 1.090
67 H 1.205 10.445 16.595  C62 1.090
68 H -0.279 13.549 18.397  C63 1.090
69 H 1.185 13.972 17.388  C63 1.090
70 H -0.409 14.237 16.771  C63 1.090
71 C 8.027 21.675 12.972  O72 1.262, N73 1.367, H76 1.101
72 O 7.818 21.288 14.155  C71 1.262
73 N 7.815 20.850 11.903  C71 1.367, C74 1.524, C75 1.452
74 C 8.191 21.397 10.531  N73 1.524, H77 1.090, H78 1.090, H79 1.090
75 C 7.374 19.467 11.881  N73 1.452, H80 1.090, H81 1.090, H82 1.090
76 H 8.327 22.695 12.686  C71 1.101
77 H 7.547 21.086 9.708  C74 1.090
78 H 9.218 21.202 10.222  C74 1.090
79 H 8.026 22.473 10.588  C74 1.090
80 H 7.352 18.997 12.865  C75 1.090
81 H 6.464 19.352 11.293  C75 1.090
82 H 8.193 18.915 11.420  C75 1.090
83 C 2.317 15.848 20.537  O84 1.237, N85 1.304, H88 1.101
84 O 2.327 14.642 20.814  C83 1.237
85 N 1.848 16.726 21.379  C83 1.304, C86 1.465, C87 1.420
86 C 1.711 18.116 20.936  N85 1.465, H89 1.090, H90 1.090, H91 1.090
87 C 1.577 16.507 22.756  N85 1.420, H92 1.090, H93 1.090, H94 1.090
88 H 2.741 16.289 19.622  C83 1.101
89 H 0.728 18.405 20.564  C86 1.090
90 H 2.469 18.511 20.260  C86 1.090
91 H 2.019 18.739 21.776  C86 1.090
92 H 0.525 16.677 22.987  C87 1.090
93 H 1.666 15.456 23.030  C87 1.090
94 H 2.265 17.124 23.333  C87 1.090
95 C 3.324 22.192 9.095  O96 1.255, N97 1.374, H100 1.101
96 O 4.521 22.305 8.735  C95 1.255
97 N 2.620 23.289 9.531  C95 1.374, C98 1.496, C99 1.404
98 C 1.145 23.119 9.715  N97 1.496, H101 1.090, H102 1.090, H103 1.090
99 C 3.149 24.544 9.869  N97 1.404, H104 1.090, H105 1.090, H106 1.090
100 H 2.816 21.221 8.994  C95 1.101
101 H 0.624 23.268 8.769  C98 1.090
102 H 0.849 23.881 10.436  C98 1.090
103 H 0.879 22.094 9.975  C98 1.090
104 H 2.568 25.364 9.448  C99 1.090
105 H 3.185 24.561 10.958  C99 1.090
106 H 4.114 24.747 9.404  C99 1.090